Density functional theory data (ωB97M-V with the def2-TZVPD basis set) for 2 unconnected molecules or ions with the total composition C7H12.

Values from the calculation:
Net charge ... 0
Relative energy (zero: lowest compared OMol25 entry of this formula, charge and spin) ... 423.3 kJ/mol
Highest occupied orbital energy ... -7.9 eV
HOMO-LUMO gap ... 8.89 eV
Maximum force ... 0.010 hartree/bohr
Lowest unoccupied orbital energy ... 1.03 eV
Total energy ... -273.74734 a.u.

Last column: Löwdin charge in e.
Element x y z (Å)
C: -1.535 -0.704 2.330  -0.169
C: -1.457 0.669 1.670  -0.175
C: 1.269 0.358 -0.055  -0.037
C: 1.034 -1.042 -0.561  -0.170
C: 1.667 -0.278 -1.689  -0.198
C: 0.612 0.446 -2.462  -0.088
C: 1.014 1.152 -1.207  -0.178
H: -2.562 -0.960 2.615  0.060
H: -0.916 -0.738 3.234  0.065
H: -1.172 -1.489 1.655  0.051
H: -2.039 0.697 0.740  0.065
H: -1.845 1.454 2.330  0.064
H: -0.419 0.918 1.428  0.023
H: 0.034 -1.401 -0.826  0.108
H: 1.610 -1.799 -0.030  0.098
H: 2.705 -0.331 -1.995  0.142
H: 0.914 0.951 -3.377  0.111
H: -0.355 -0.054 -2.521  0.111
H: 1.441 2.152 -1.279  0.118